CH3N2O | the ωB97M-V functional and the def2-TZVPD basis

Each line ends with the natural charge from an NBO analysis.
CARTESIAN COORDINATES (ANGSTROEM)
1 O -0.373074 0.210166 -0.367787  -0.451
2 H 0.251467 -0.488256 -0.168273  0.563
3 H -1.808505 -0.667013 0.668623  0.205
4 C -1.459757 0.211098 0.097176  0.434
5 N 2.188433 -0.173740 -0.095814  -0.124
6 N 3.283838 -0.200601 -0.093990  0.147
7 H -2.082401 1.108346 -0.039937  0.226

Force components x, y, z for each atom (eV/Å):
3.25 1.70 -2.28
1.04 -1.10 0.12
-0.13 0.45 -0.08
-4.60 -0.47 2.29
1.45 -0.31 0.07
-1.15 0.11 -0.01
0.14 -0.38 -0.12

Properties
E_LUMO in hartree: -0.24896
Frontier orbital gap in eV: 12.5328
DFT total energy in hartree: -224.341140
Charge: +1
ΔE to the lowest compared entry with this formula, charge and spin in kJ/mol: 14.4
Spin multiplicity: 1